w:
The following is a quantum chemistry calculation of 2 unconnected molecules or ions with the total composition C5H9N3O, from the OMol25 dataset.

Positions of all 18 atoms, in Å:
C: -1.20 1.33 1.73
C: 2.07 -0.41 0.06
N: -1.00 1.62 0.37
C: -1.19 2.15 -0.70
C: 0.80 -1.21 -0.08
C: -0.87 -1.05 -1.83
N: -0.22 -0.59 -0.86
N: 0.65 -2.43 0.24
O: -1.59 2.85 -1.55
H: 1.49 -2.88 0.58
H: -2.25 1.42 2.02
H: -0.61 2.01 2.35
H: -0.92 0.27 1.81
H: 2.18 0.33 -0.73
H: 2.04 0.11 1.02
H: 2.94 -1.06 0.08
H: -1.85 -0.63 -2.01
H: -0.47 -1.82 -2.49

Its SMILES is [H]/N=C(\C)N=C.CN=C=O. As for the charge: 0. Its orbital gap is 9.51 eV. The HOMO energy comes out at -8.74 eV.



x:
The following is a quantum chemistry calculation of C5H9N3O in the gas phase, from the OMol25 dataset.

Positions of all 18 atoms, in Å:
C: -0.92 -0.34 -0.07
C: 0.91 0.81 0.07
C: 1.76 1.83 -0.04
C: 1.36 -0.61 0.40
C: 0.13 -1.43 -0.04
H: -2.99 1.00 -0.87
H: -2.57 1.10 0.71
H: -2.70 -1.52 0.21
H: 2.81 1.70 -0.01
H: 1.44 2.86 -0.10
H: 1.49 -0.65 1.49
H: 2.55 -0.45 -1.00
H: -0.20 -2.25 0.62
H: 0.20 -1.91 -1.05
N: -3.09 0.53 0.03
N: -2.26 -0.61 -0.09
N: -0.50 0.89 -0.06
O: 2.56 -0.96 -0.19

Its SMILES is C=C1N=C(NN)C[C@H]1O. As for the charge: 0. Its orbital gap is 9.23 eV. The HOMO energy comes out at -8.43 eV.



y:
The following is a quantum chemistry calculation of C5H9N3O in the gas phase, from the OMol25 dataset.

Positions of all 18 atoms, in Å:
C: -1.26 0.41 -0.76
C: 2.07 -1.36 -0.02
C: -1.39 0.89 0.69
C: -0.25 -0.71 -0.90
C: 0.72 -0.77 0.24
N: -0.63 2.07 1.03
N: -0.15 -1.58 -1.80
N: 0.30 -0.22 1.29
O: -2.31 0.55 1.41
H: -0.96 2.55 1.86
H: -0.02 2.48 0.35
H: -0.97 -1.65 -2.40
H: 0.84 0.55 1.83
H: -2.24 0.05 -1.09
H: -0.94 1.23 -1.40
H: 1.93 -2.36 -0.42
H: 2.58 -0.79 -0.79
H: 2.68 -1.34 0.88

Its SMILES is [H]/N=C(C)/C(CC(N)=O)=N/[H]. As for the charge: 0. Its orbital gap is 8.69 eV. The HOMO energy comes out at -8.72 eV.



z:
The following is a quantum chemistry calculation of C5H9N3O in the gas phase, from the OMol25 dataset.

Positions of all 18 atoms, in Å:
C: -0.24 -0.87 1.25
C: -0.20 -0.02 -0.94
C: 0.41 0.28 0.46
C: 0.03 1.68 1.00
C: 1.90 0.07 0.20
N: -1.10 -1.50 0.57
N: -1.10 -0.98 -0.69
N: -1.85 -1.72 -1.69
O: 0.03 0.40 -2.06
H: -0.24 -0.84 2.42
H: -0.05 2.46 0.14
H: 0.94 2.08 1.62
H: -0.93 1.68 1.54
H: 2.13 0.78 -0.51
H: 2.15 -1.04 -0.13
H: 2.51 0.27 1.10
H: -1.59 -1.41 -2.57
H: -2.79 -1.34 -1.72

Its SMILES is CC1(C)C=NN(N)C1=O. As for the charge: 0. Its orbital gap is 9.87 eV. The HOMO energy comes out at -9.06 eV.



Pick x: it beats the second-best structure by 25.3 kJ/mol.



w:
The following is a quantum chemistry calculation of 2 unconnected molecules or ions with the total composition C8H13N4O2, from the OMol25 dataset.

Positions of all 27 atoms, in Å:
C: 4.11 2.18 -1.11
C: 2.68 2.46 0.38
C: -1.31 -1.07 0.09
C: -0.25 0.01 0.25
C: -0.01 0.80 -0.98
C: 0.07 0.67 -2.41
C: -3.33 -2.37 2.39
C: -2.18 -2.81 1.65
N: 3.81 2.92 -0.07
N: 3.15 1.21 -1.31
N: 2.20 1.47 -0.35
N: -0.72 1.43 -0.12
O: -2.02 -1.25 -0.88
O: -1.30 -1.69 1.35
H: 5.00 2.47 -1.68
H: 2.22 2.91 1.32
H: 0.48 -0.23 0.95
H: 0.91 0.09 -2.95
H: 0.08 1.57 -3.07
H: -0.81 0.12 -2.61
H: -3.61 -2.95 3.34
H: -3.00 -1.37 2.76
H: -4.18 -2.28 1.80
H: -2.45 -3.36 0.66
H: -1.54 -3.51 2.21
H: -1.26 2.15 0.27
H: 3.26 0.42 -1.89

As for the charge: +1. Its orbital gap is 9.91 eV. The HOMO energy comes out at -13.91 eV.



x:
The following is a quantum chemistry calculation of a gas-phase ion, C8H13N4O2 (charge +1), from the OMol25 dataset.

Positions of all 27 atoms, in Å:
C: -0.14 0.46 -0.28
C: 1.00 0.39 0.80
C: 0.35 1.00 -1.62
C: 2.74 0.37 -1.04
C: -1.26 1.21 0.46
C: -1.79 0.10 1.39
C: -0.79 -1.13 -0.47
C: -0.94 -1.14 1.11
N: 2.32 0.33 0.30
N: 1.71 0.85 -1.86
N: -1.87 -1.17 -1.35
N: 0.52 -1.01 1.41
O: -0.43 1.39 -2.42
O: 3.89 0.09 -1.28
H: -1.00 2.12 1.06
H: -1.90 1.58 -0.39
H: -1.60 0.36 2.34
H: -2.80 0.12 1.17
H: -0.04 -1.81 -0.66
H: -1.32 -2.11 1.36
H: 2.95 -0.01 1.02
H: 2.18 1.11 -2.70
H: -2.73 -0.87 -0.92
H: -1.71 -0.66 -2.22
H: 0.97 1.29 1.42
H: 1.00 -1.76 0.96
H: 0.69 -1.11 2.42

Its SMILES is N[C@@H]1[C@@H]2CC[C@]13C(=O)NC(=O)N[C@@H]3[NH2+]2. As for the charge: +1. Its orbital gap is 9.91 eV. The HOMO energy comes out at -13.36 eV.



Pick x: it beats the second-best structure by 309.3 kJ/mol.



w:
The following is a quantum chemistry calculation of a molecular structure, C4H6OS, from the OMol25 dataset.

Positions of all 12 atoms, in Å:
C: -2.47 -0.48 0.57
C: -1.26 -0.45 0.64
C: 0.63 0.81 -0.86
C: 0.16 -0.33 0.66
O: 0.67 0.04 1.83
S: 0.91 -1.86 -0.13
H: -3.44 -0.85 0.57
H: 0.82 -0.05 -1.56
H: -0.48 1.12 -1.05
H: 1.30 1.60 -0.50
H: 1.63 0.15 1.83
H: 0.11 -2.85 0.04

As for the charge: 0. Its orbital gap is 9.77 eV. The HOMO energy comes out at -9.06 eV.



x:
The following is a quantum chemistry calculation of a molecular structure, C4H6OS, from the OMol25 dataset.

Positions of all 12 atoms, in Å:
C: -2.13 -0.69 -0.18
C: -1.08 -0.32 0.55
C: -0.04 0.38 -0.18
C: 2.40 0.27 -0.18
H: -2.91 -1.20 0.38
H: -1.88 -1.06 -1.40
H: -1.36 0.07 1.68
H: -0.48 0.66 -1.12
H: 0.14 1.25 0.30
H: 2.36 1.61 0.26
O: 1.22 -0.40 -0.20
S: 3.75 -0.58 0.09

As for the charge: 0. Its orbital gap is 8.83 eV. The HOMO energy comes out at -8.80 eV.



y:
The following is a quantum chemistry calculation of a molecular structure, C4H6OS, from the OMol25 dataset.

Positions of all 12 atoms, in Å:
C: -1.43 -0.51 -0.65
C: -0.28 0.14 -1.09
C: -1.02 -1.55 0.16
C: 0.75 -0.57 -0.52
O: 0.29 -1.61 0.14
S: 2.48 -0.32 -0.81
H: -2.49 -0.30 -0.92
H: -0.15 1.17 -1.42
H: 0.39 0.16 2.56
H: -1.54 -2.27 0.63
H: 0.90 0.18 1.94
H: 2.68 -1.28 -0.05

As for the charge: 0. Its orbital gap is 8.93 eV. The HOMO energy comes out at -8.08 eV.



Pick y: it beats the second-best structure by 172.2 kJ/mol.



w:
The following is a quantum chemistry calculation of C4H6OS in the gas phase, from the OMol25 dataset.

Positions of all 12 atoms, in Å:
C: -0.87 1.69 0.00
C: -0.72 0.18 -0.05
C: 0.73 -0.19 -0.03
C: 0.98 -1.65 0.00
H: -0.90 2.03 1.05
H: 0.00 2.16 -0.45
H: -1.82 2.05 -0.50
H: 0.43 -2.05 0.88
H: 2.04 -1.91 -0.02
H: 0.46 -2.09 -0.81
O: 1.68 0.59 -0.04
S: -2.02 -0.81 -0.03

Its SMILES is CC(=O)C(C)=S. As for the charge: 0. Its orbital gap is 7.59 eV. The HOMO energy comes out at -9.11 eV.



x:
The following is a quantum chemistry calculation of C4H6OS in the gas phase, from the OMol25 dataset.

Positions of all 12 atoms, in Å:
C: 1.07 1.94 0.85
C: -1.40 -1.55 -0.81
C: 0.63 1.20 -0.17
C: -1.21 -0.65 0.10
O: -1.80 1.87 0.68
S: -1.18 1.28 -0.51
H: 2.06 2.19 1.27
H: 0.28 2.45 1.41
H: -1.31 -2.62 -0.67
H: -1.73 -1.31 -1.81
H: 1.35 0.66 -0.76
H: -0.69 -0.72 1.09

As for the charge: 0. Its orbital gap is 9.94 eV. The HOMO energy comes out at -9.29 eV.



Pick w: it beats the second-best structure by 233.4 kJ/mol.



w:
The following is a quantum chemistry calculation of C4H6OS in the gas phase, from the OMol25 dataset.

Positions of all 12 atoms, in Å:
C: 1.92 -1.26 -0.49
C: 0.69 -1.02 -0.04
C: -1.27 0.32 -0.14
C: -0.88 1.64 0.43
H: 2.17 -1.10 -1.53
H: 2.71 -1.62 0.20
H: 0.26 -1.25 0.94
H: -2.10 0.54 -0.82
H: -1.63 -0.31 0.69
H: 0.00 2.02 -0.02
O: -0.25 -0.39 -0.84
S: -1.63 2.42 1.64

Its SMILES is C=COCC=S. As for the charge: 0. Its orbital gap is 8.47 eV. The HOMO energy comes out at -8.95 eV.



x:
The following is a quantum chemistry calculation of a molecular structure, C4H6OS, from the OMol25 dataset.

Positions of all 12 atoms, in Å:
C: 1.78 1.35 -1.98
C: 0.14 -0.08 -0.15
C: -0.80 -0.41 0.88
C: -0.67 -1.41 2.01
H: 1.80 2.39 -2.67
H: 2.24 0.44 -2.60
H: 2.23 1.10 -0.74
H: 1.04 -0.62 0.06
H: -1.82 0.49 0.96
H: 0.45 -1.46 2.43
O: -1.48 -1.85 2.79
S: 0.20 0.99 -1.52

As for the charge: 0. Its orbital gap is 8.32 eV. The HOMO energy comes out at -8.62 eV.



Pick w: it beats the second-best structure by 282.0 kJ/mol.